Entry 1:
C4H11N2S | wB97M-V/def2-TZVPD

Values from the calculation:
**Gap between HOMO and LUMO**: 9.4 eV
**Energy relative to the best compared isomer or geometry (same formula, charge and spin)**: 26.7 kcal per mole
**Energy**: -18134.35950 eV
**HOMO energy**: -13.6 eV
**Maximum force**: 4.8 eV/A

```
! RIJCOSX wB97M-V def2-TZVPD def2/J DEFGRID3
* xyz 1 1
C -2.19079 0.45614 0.37302
C 0.13499 0.41468 -0.83901
C 2.39010 -0.60550 -0.09707
C 0.89615 -0.40715 0.19726
N -1.13746 0.74878 -0.61537
N -1.78063 -0.36490 1.48357
S 0.75834 0.82098 -2.35931
H -2.50810 1.34389 0.80949
H -3.04567 0.06229 -0.22406
H 2.90238 -0.99195 0.67419
H 2.74051 0.37766 -0.48835
H 2.57190 -1.31757 -0.88779
H 0.78139 0.16004 1.15256
H 0.51289 -1.43544 0.27867
H -1.39930 1.42632 -1.32541
H -1.25453 0.01202 2.28698
H -2.38503 -1.14206 1.70961
H 2.01286 0.44177 -2.12899
*
```


Entry 2:
C4H11N2S | wB97M-V/def2-TZVPD

Values from the calculation:
**Gap between HOMO and LUMO**: 8.1 eV
**Energy relative to the best compared isomer or geometry (same formula, charge and spin)**: 13.1 kcal per mole
**Energy**: -18134.95172 eV
**HOMO energy**: -12.6 eV
**Maximum force**: 0.3 eV/A

```
! RIJCOSX wB97M-V def2-TZVPD def2/J DEFGRID3
* xyz 1 1
C 1.17039 -1.28626 0.16107
C -0.05533 -1.10585 -0.73630
C -2.23427 0.51042 -0.20848
C 2.12404 0.96194 0.15740
N -3.36343 0.98793 0.25201
N 1.48510 -0.09762 0.92119
S -1.60316 -0.97550 0.23971
H 0.98662 -2.10623 0.85943
H 1.99596 -1.58132 -0.50649
H 0.03131 -0.22066 -1.35927
H -0.17884 -1.98545 -1.36443
H -1.68248 1.12429 -0.90949
H 2.52360 1.70181 0.84566
H 2.94252 0.59464 -0.47463
H 1.39079 1.45721 -0.47829
H -3.69220 1.91178 0.00295
H -3.92614 0.45656 0.90408
H 2.08551 -0.34769 1.69388
*
```


Entry 3:
C4H11N2S | wB97M-V/def2-TZVPD

Values from the calculation:
**Gap between HOMO and LUMO (spin up / spin down)**: 8.6 / 7.2 eV
**Energy relative to the best compared isomer or geometry (same formula, charge and spin)**: 42.0 kcal per mole
**Energy**: -18130.08925 eV
**⟨S²⟩**: 2.01
**HOMO energy (spin up / spin down)**: -11.6 / -14.4 eV
**Maximum force**: 6.7 eV/A

```
! RIJCOSX wB97M-V def2-TZVPD def2/J DEFGRID3
* xyz 1 3
C -1.34371 0.27169 -0.50276
C -1.22621 1.44866 -1.50750
C 0.30693 -1.55377 -0.39777
C 0.51665 0.51126 1.08251
N 1.25840 1.00295 -1.92643
N 0.04938 -0.16109 -0.17551
S 0.06325 2.02861 -2.24092
H -1.96534 0.49463 0.32417
H -1.72267 -0.61275 -1.08940
H -2.07227 2.06728 -1.80447
H -0.38615 -2.34519 0.14843
H 1.33024 -1.82410 -0.21756
H 0.25722 -1.63991 -1.43539
H 0.07702 -0.02000 1.91633
H 1.60274 0.64003 0.99051
H 0.11307 1.55736 1.05442
H 1.97033 1.21022 -2.55772
H 0.85692 0.37317 -1.05589
*
```